The following is a quantum chemistry calculation of C30H81BCuN3O10 as an isolated structure, from OMol25.

Structure (ORCA input):
```
! RIJCOSX wB97M-V def2-TZVPD def2/J DEFGRID3
* xyz 0 1
H 1.9294 -16.3482 28.8592
H 0.2622 -19.6779 22.2383
O -2.9010 -13.0987 19.9402
C -0.7271 -17.7640 22.1423
H -2.3773 -18.2392 16.1222
H -1.8824 -20.5063 17.9222
C -3.8918 -16.9954 18.0778
H 0.2334 -17.2653 22.2717
H 1.6498 -15.0727 16.4956
H 5.6903 -14.2101 27.0005
H -2.4698 -17.6624 21.2577
C -2.0477 -14.1212 14.5920
H -2.6342 -13.5530 15.3140
H 0.7187 -14.2793 21.4623
C -2.0687 -15.8070 21.6103
H -3.7795 -15.0551 13.9854
H 2.4029 -14.9890 25.3076
C 3.7965 -14.9248 27.7075
N -0.2266 -19.2316 17.9731
H 3.3665 -17.2937 19.6493
C 1.7501 -15.2752 28.9263
H 0.7956 -11.0803 18.0237
C -1.9632 -21.1634 21.6562
H -6.2971 -16.9346 22.1114
H -2.7829 -21.6960 22.1383
C -5.1647 -12.8650 20.5430
H 4.7917 -13.4827 24.7733
C -1.4070 -19.7534 17.2935
O -1.6350 -15.3095 15.2431
H -4.0503 -16.4880 19.0294
H -2.1756 -21.1735 20.5871
H 2.8654 -11.5571 15.8697
C -5.5006 -16.3223 22.5341
H -2.5642 -15.2295 12.7358
H 2.3845 -18.6718 18.0051
H 2.1792 -14.9255 29.8653
H -2.8962 -16.5383 23.4949
H -2.3153 -13.4924 19.2894
C -0.8103 -13.3865 14.0510
H -4.3204 -11.4455 18.1469
H -3.4380 -19.2860 16.7823
O 0.8740 -10.2081 18.4172
H -4.7793 -17.5908 17.8631
H 0.2983 -19.9944 18.3764
H 2.8469 -14.8706 22.8699
H -3.4756 -13.6311 13.0707
H -4.9378 -13.3646 21.4848
N 4.3726 -14.2410 25.2923
O -4.2631 -16.5803 21.9535
O 1.2449 -13.6064 23.3304
H 3.9882 -15.9393 27.3580
H -1.1519 -17.8367 23.1435
C -4.3652 -12.5344 18.1251
H -5.3587 -12.6962 17.7067
O -2.8199 -17.9179 18.2452
H 2.3142 -17.1208 17.1323
O 1.3691 -17.1334 19.0026
H -1.3925 -11.2631 17.5556
H -1.2925 -15.1118 16.1179
C 2.6314 -13.9672 23.4405
H -1.1565 -15.2776 21.8856
H -1.2037 -12.5600 13.4592
H -5.8770 -15.3012 22.4714
H -0.6182 -10.6741 19.7704
H -0.0944 -14.0632 13.5845
C 4.6409 -14.0665 26.7432
H -1.2338 -8.3367 20.1514
B -0.9018 -14.6835 18.2185
H -2.5665 -15.3404 20.7602
H -3.7584 -16.2699 17.2754
H 3.6827 -11.4834 17.5389
H -4.9606 -11.8037 20.6848
N -1.6290 -17.1038 21.2253
C 2.4405 -16.7426 19.8126
H -1.2251 -20.2080 16.3196
C -4.1974 -13.3076 19.4555
H -0.4353 -19.2478 20.6578
C 3.3901 -12.0759 16.6721
C 1.7619 -17.8075 17.7738
H 2.5118 -13.2796 25.4741
H 2.6542 -15.7038 19.5611
H 0.0034 -17.5823 16.6767
H -3.4738 -14.9277 22.9347
H 4.2834 -12.4221 16.1523
C 2.5490 -13.2625 17.1977
H 1.6566 -12.7999 21.4661
H -0.1658 -13.0106 14.8456
H -0.4275 -15.2938 17.4655
H 0.7170 -14.9329 28.9865
H -0.0528 -12.7347 21.9856
H 3.3238 -13.2982 22.9296
C -0.4653 -9.9796 18.9444
C 2.4565 -14.4015 16.2011
H -3.6586 -12.9563 17.4104
C -2.9877 -14.5273 13.4539
H -1.4930 -9.5719 17.0301
C -0.3720 -8.5821 19.5308
O 1.2367 -12.8180 17.4312
C -1.5112 -10.2343 17.8955
H 3.3175 -15.0698 16.1834
H -1.8003 -15.1542 18.5865
H -0.2408 -7.7808 18.8035
O -1.7693 -19.8606 22.1011
C -2.5541 -18.7233 17.0827
H 4.5989 -12.9970 26.9496
H 2.1854 -16.7890 20.8714
H 2.9940 -13.5639 18.1460
C 0.5866 -18.4082 17.0839
H 0.5305 -8.4956 20.1359
Cu -0.8571 -17.0373 18.9595
H -1.0903 -21.7556 21.9308
C -3.2154 -15.9444 22.6385
C 0.8587 -13.3323 21.9837
C -0.5733 -19.1888 21.7374
H 4.1154 -14.7635 28.7372
H 0.7829 -18.9325 16.1486
H -5.5007 -16.6113 23.5851
C 2.9567 -14.1227 24.9456
H 2.2614 -14.0116 15.2021
H -0.1862 -14.5797 19.0194
H -4.2575 -14.3613 19.1832
H -1.0946 -13.7421 17.7278
H -6.2229 -13.0247 20.3363
H 0.6689 -13.5588 17.6556
H -2.4950 -10.0611 18.3318
O 2.4120 -14.6238 27.8239
*
```

## Properties
energy relative to the best compared isomer or geometry (same formula, charge and spin) = 381.33 kJ/mol
HOMO = -8.1300 eV
electronic energy = -102677.6773 eV
gap between HOMO and LUMO = 8.4 eV

Atom charges from the Mulliken analysis, given in e for atoms 1 to 99:
1 H 0.3081
2 H 0.6701
3 O -0.4272
4 C -1.1050
5 H 0.2570
6 H 0.3723
7 C -0.5070
8 H 0.2813
9 H -0.3281
10 H 0.4164
11 H 0.1494
12 C 1.3315
13 H -0.3601
14 H -0.1943
15 C -0.3832
16 H 0.4054
17 H 0.2284
18 C -0.5275
19 N -0.1498
20 H 0.4557
21 C -0.7290
22 H 0.3043
23 C -0.6716
24 H 0.2615
25 H 0.2568
26 C -1.5469
27 H 0.2668
28 C -1.0917
29 O -0.6348
30 H -0.1611
31 H 0.1394
32 H 0.3346
33 C -0.8680
34 H 0.3291
35 H 0.5491
36 H 0.2848
37 H 0.4180
38 H -0.8173
39 C -0.9998
40 H 0.2789
41 H 0.4794
42 O -0.6129
43 H 0.5054
44 H 0.3048
45 H 0.1975
46 H 0.3907
47 H 0.2716
48 N -0.4149
49 O -0.2039
50 O -0.3772
51 H 0.2898
52 H 0.4453
53 C -1.4232
54 H 0.4615
55 O -0.1727
56 H 0.2780
57 O 0.1316
58 H -0.1726
59 H -0.8810
60 C -0.3110
61 H -0.4495
62 H 0.4206
63 H 0.2459
64 H -0.2511
65 H 0.2540
66 C -0.7245
67 H 0.3843
68 B 10.1064
69 H 0.2764
70 H 0.0953
71 H 0.3672
72 H 0.3885
73 N 1.1012
74 C -0.5526
75 H 0.3777
76 C 2.3930
77 H -0.5077
78 C -1.6772
79 C -0.8004
80 H 0.3161
81 H -0.0696
82 H -0.2193
83 H 0.5846
84 H 0.4561
85 C 1.0394
86 H 0.3946
87 H -0.0483
88 H -1.8199
89 H 0.2592
90 H 0.3199
91 H 0.3585
92 C 1.2693
93 C -0.8854
94 H 0.0969
95 C -1.6354
96 H 0.3436
97 C -1.7411
98 O -0.0603
99 C -0.6479


The following is a quantum chemistry calculation of a 4-piece molecular cluster, C3H13NO4 overall, from OMol25.

Structure (ORCA input):
```
! RIJCOSX wB97M-V def2-TZVPD def2/J DEFGRID3
* xyz -1 2
O -0.3668 -2.8804 0.1206
O -3.0217 -2.0554 2.0997
O -0.8305 3.4146 0.0014
H -0.9314 -0.5903 -0.9019
O 1.3640 2.3872 -3.2320
N 0.9602 -1.0251 -0.1471
H 2.8547 -1.2112 0.8398
H -1.0500 3.9567 0.7910
H -0.0379 0.8116 -0.4260
C -0.2513 -0.2253 -0.1396
H -3.9257 -1.7534 1.9815
H 2.3470 0.4283 0.3742
C 1.9999 -0.5328 0.7436
H 1.5778 -3.0371 -0.2801
H -1.5710 2.7936 0.0230
H 1.6267 -0.4587 1.7735
H 0.8999 1.5793 -2.9858
H 0.9692 3.0579 -2.6486
H -0.7256 -0.0762 0.8261
C 0.7225 -2.3814 -0.0547
H -2.6099 -2.2020 1.2414
*
```

## Properties
energy relative to the best compared isomer or geometry (same formula, charge and spin) = 70.04 kJ/mol
⟨S²⟩ = 0.750
HOMO (spin up / spin down) = 0.6507 / -6.8309 eV
electronic energy = -13000.8464 eV
gap between HOMO and LUMO (spin up / spin down) = 2.7 / 10.0 eV

Taken from the Mulliken analysis, the atomic charges in e are:
1 O -0.1949
2 O -0.6814
3 O -1.3178
4 H -0.0120
5 O -0.9567
6 N 0.6333
7 H 0.2859
8 H 0.6401
9 H 0.8539
10 C -1.9915
11 H 0.3547
12 H 0.3698
13 C -1.1590
14 H 0.2635
15 H 0.4238
16 H 0.3913
17 H 0.3951
18 H 0.4302
19 H 0.2806
20 C -0.3435
21 H 0.3344


The following is a quantum chemistry calculation of C21H19IrN4O3S3 as an isolated structure, from OMol25.

Structure (ORCA input):
```
! RIJCOSX wB97M-V def2-TZVPD def2/J DEFGRID3
* xyz 1 6
H -1.8330 1.2643 5.0253
Ir -0.2246 0.3431 0.0115
H 0.4125 -4.5196 -5.8066
C -1.8872 -0.3691 -4.2211
O -1.5897 -1.2739 -0.8415
C -0.1954 -2.8122 -4.6754
H -3.5585 -0.9876 -3.0065
N -2.3804 1.6326 3.0711
H 2.7573 -4.4042 -5.0549
S -0.0911 -0.8670 2.1216
H -2.1627 1.2674 -7.1784
H -1.2296 -2.8693 -4.9860
H -4.5611 1.0727 -6.6051
N 1.6713 -2.4421 4.9635
C 1.5502 -1.7363 -3.3743
C -1.5062 0.2612 -5.4084
C 2.4578 -2.6751 -3.8251
H -0.6112 1.0680 -2.9506
C 2.0344 -1.9593 3.9842
H -4.0962 -1.3127 2.8711
S 2.0115 -0.0563 0.3719
C -1.6236 -1.9294 -1.8673
H 1.8651 -0.9527 -2.7006
C -4.4979 -0.4218 2.3940
C 2.4817 -1.3634 2.7741
H -3.5894 1.3607 4.7974
C 1.5677 -0.8249 1.8474
H -2.6731 -0.0748 4.2679
O -0.1894 0.2469 -2.6591
H -5.3249 -0.7058 1.7486
N -3.5077 0.2459 1.5508
C 3.8768 -1.3043 2.5199
C -4.1917 0.0364 -4.7668
H -3.4489 -0.0491 0.5866
N 5.0058 -1.2393 2.3055
S -1.7922 1.9785 0.5139
H -4.8798 0.2682 3.1393
O -1.9973 -2.9371 -2.3418
C -2.4657 0.7847 -6.2597
C 2.0443 -3.6718 -4.7006
H -0.4574 0.3256 -5.6716
H 3.4879 -2.6303 -3.5002
C -3.2359 -0.4826 -3.9054
C -0.7511 -0.8053 -3.3446
C -2.6436 1.2068 1.8461
C 0.2139 -1.7878 -3.8078
H -5.2399 -0.0646 -4.5213
C -3.8107 0.6718 -5.9381
C 0.7202 -3.7376 -5.1269
H -1.7775 2.4418 3.0830
C -2.6566 1.0060 4.3652
*
```

## Properties
energy relative to the best compared isomer or geometry (same formula, charge and spin) = 31.41 kJ/mol
⟨S²⟩ = 8.839
HOMO (spin up / spin down) = -10.4815 / -11.8778 eV
electronic energy = -69522.9927 eV
gap between HOMO and LUMO (spin up / spin down) = 7.5 / 5.8 eV

Taken from the Mulliken analysis, the atomic charges in e are:
1 H 0.3349
2 Ir 1.3258
3 H 0.4179
4 C 0.0128
5 O -0.7140
6 C -0.1487
7 H 0.3929
8 N -0.1462
9 H 0.4185
10 S -0.2931
11 H 0.4154
12 H 0.4848
13 H 0.4239
14 N -0.3486
15 C -0.3701
16 C -0.1232
17 C -0.8306
18 H 0.4243
19 C -0.0370
20 H 0.3470
21 S -0.3433
22 C 0.3908
23 H 0.3458
24 C -1.0482
25 C 0.4998
26 H 0.3527
27 C 0.6906
28 H 0.3666
29 O -0.4432
30 H 0.3581
31 N 0.0450
32 C -0.1762
33 C -0.8927
34 H 0.1157
35 N -0.3265
36 S -0.5164
37 H 0.3835
38 O -0.4022
39 C -0.8419
40 C -0.3727
41 H 0.4452
42 H 0.4541
43 C -0.0583
44 C 1.1438
45 C 0.4620
46 C 0.0489
47 H 0.4210
48 C -0.4165
49 C -0.9351
50 H 0.2656
51 C -1.0026